Record 1
C8H30N2O6Pt as an isolated structure. Source: OMol25; level of theory: ωB97M-V/def2-TZVPD.

Values from the calculation:
* E_LUMO (spin up / spin down): -8.742 / -14.296 eV
* HOMO (spin up / spin down): -17.69 / -18.28 eV
* Kohn-Sham gap (spin up / spin down): 9.0 / 4.0 eV
* ⟨S²⟩: 3.758

```
! wB97M-V def2-TZVPD RIJCOSX def2/J DEFGRID3
* xyz 3 4
Pt 6.62 -29.38 -4.43
O 6.76 -27.30 -5.10
H 6.26 -27.17 -5.90
H 6.90 -26.41 -4.76
O 5.93 -31.53 -4.16
H 6.31 -32.27 -3.68
H 5.08 -31.86 -4.46
O 8.61 -29.70 -3.77
H 9.31 -29.04 -3.82
H 9.07 -30.51 -3.55
O 4.47 -29.02 -4.83
H 3.89 -29.73 -5.10
H 3.88 -28.36 -4.46
C 9.37 -29.79 -7.88
C 8.15 -29.10 -7.29
C 7.14 -28.59 -8.27
O 6.01 -28.04 -7.49
C 4.92 -27.57 -8.27
N 7.51 -30.05 -6.35
H 9.11 -30.80 -8.21
H 10.15 -29.98 -7.14
H 9.87 -29.24 -8.67
H 8.48 -28.27 -6.67
H 6.81 -29.32 -9.02
H 7.69 -27.84 -8.83
H 4.56 -28.27 -9.03
H 5.14 -26.61 -8.74
H 4.02 -27.47 -7.67
H 6.91 -30.60 -6.95
H 8.26 -30.69 -6.15
C 5.51 -30.61 -0.95
C 5.30 -29.13 -1.10
C 5.63 -28.37 0.29
O 4.95 -29.04 1.43
C 3.56 -28.70 1.31
N 6.19 -28.71 -2.18
H 6.54 -30.78 -0.62
H 5.29 -31.18 -1.85
H 4.80 -30.89 -0.18
H 4.31 -28.94 -1.52
H 5.32 -27.33 0.40
H 6.69 -28.46 0.53
H 3.34 -27.65 1.51
H 3.07 -29.30 2.08
H 3.18 -28.98 0.33
H 6.03 -27.71 -2.11
H 7.13 -28.77 -1.82
*
```

Record 2
A 3-piece molecular cluster, C6H16N2 overall. Source: OMol25; level of theory: ωB97M-V/def2-TZVPD.

Values from the calculation:
* E_LUMO: 1.045 eV
* HOMO: -5.89 eV
* Kohn-Sham gap: 6.9 eV

```
! wB97M-V def2-TZVPD RIJCOSX def2/J DEFGRID3
* xyz 0 1
C 0.43 -0.27 -0.41
C -1.03 -0.58 1.29
C -0.39 0.84 -0.58
C 0.83 1.65 -2.07
C -0.10 -0.40 2.46
C -1.55 -1.98 1.12
N 0.39 -1.38 -1.22
N 1.84 2.39 -1.37
H 1.40 -0.11 0.05
H -1.87 0.12 1.36
H 1.24 -1.90 -1.33
H -0.48 -1.61 -1.67
H 2.63 2.67 -1.93
H 1.46 3.23 -0.93
H -1.36 0.73 -1.05
H -0.23 1.68 0.09
H 1.28 0.89 -2.71
H 0.10 2.23 -2.65
H -0.56 -0.67 3.42
H -0.73 -2.69 0.99
H -2.14 -2.34 1.98
H 0.78 -1.05 2.36
H 0.25 0.63 2.55
H -2.20 -2.06 0.24
*
```

Record 3
A 9-piece molecular cluster, C6H30O9 overall. Source: OMol25; level of theory: ωB97M-V/def2-TZVPD.

Values from the calculation:
* E_LUMO: 0.418 eV
* HOMO: -9.55 eV
* Kohn-Sham gap: 10.0 eV
* SMILES: CO.CO.CO.CO.CO.CO.O.O.O

```
! wB97M-V def2-TZVPD RIJCOSX def2/J DEFGRID3
* xyz 0 1
C 6.64 26.10 8.95
O 6.77 27.11 9.96
H 5.64 25.67 8.98
H 6.75 26.68 8.03
H 7.38 25.32 9.08
H 5.94 27.54 10.16
C 7.37 20.41 6.54
O 6.50 19.45 7.14
H 7.76 21.21 7.16
H 8.18 19.90 6.01
H 6.77 20.86 5.75
H 6.05 19.02 6.41
C 3.93 19.74 9.94
O 5.04 20.51 9.52
H 4.06 19.49 10.99
H 2.95 20.21 9.89
H 4.04 18.85 9.32
H 5.71 19.92 9.16
C 6.57 21.00 12.68
O 5.37 21.47 12.07
H 6.62 19.91 12.73
H 7.44 21.49 12.26
H 6.57 21.36 13.71
H 5.31 20.91 11.30
C 10.53 21.81 8.14
O 9.71 21.64 9.35
H 10.10 21.86 7.14
H 11.20 22.67 8.19
H 11.17 20.93 8.06
H 8.89 22.14 9.33
C 3.23 20.86 6.13
O 3.62 21.58 7.33
H 3.97 21.10 5.36
H 3.12 19.78 6.16
H 2.35 21.26 5.63
H 4.44 21.20 7.66
O 9.59 25.35 10.89
H 8.63 25.37 10.83
H 9.77 25.09 11.79
O 7.20 22.55 9.61
H 7.15 22.97 10.47
H 6.36 22.11 9.50
O 6.61 23.95 11.80
H 6.52 24.74 12.32
H 5.98 23.33 12.19
*
```

Record 4
An isolated ion of composition C4H9N4 and charge +1. Source: OMol25; level of theory: ωB97M-V/def2-TZVPD.

Values from the calculation:
* E_LUMO: -2.857 eV
* HOMO: -12.03 eV
* Kohn-Sham gap: 9.2 eV
* SMILES: Cn1c(N)c[nH]c1=[NH2+]

```
! wB97M-V def2-TZVPD RIJCOSX def2/J DEFGRID3
* xyz 1 1
C 1.39 1.12 0.05
N 0.23 0.19 0.03
C -0.62 0.12 -1.03
N -0.15 0.82 -2.16
C -1.68 -0.74 -0.68
N -1.40 -1.21 0.62
C -0.15 -0.60 1.03
N 0.43 -0.66 2.26
H 0.95 2.15 -0.24
H 1.72 1.11 1.09
H 2.12 0.87 -0.70
H -0.60 0.57 -3.08
H 0.86 0.83 -2.19
H -2.54 -1.12 -1.22
H -1.93 -1.88 1.17
H 1.40 -0.39 2.17
H -0.02 -1.20 2.90
*
```

Record 5
An isolated molecule of C3H5ClN2S. Source: OMol25; level of theory: ωB97M-V/def2-TZVPD.

Values from the calculation:
* E_LUMO: 0.319 eV
* HOMO: -8.36 eV
* Kohn-Sham gap: 8.7 eV
* SMILES: NC(=S)N/C=C\Cl

```
! wB97M-V def2-TZVPD RIJCOSX def2/J DEFGRID3
* xyz 0 1
N -2.04 0.68 0.10
C -1.34 -0.48 -0.06
S -2.30 -1.86 0.02
N 0.00 -0.68 -0.16
C 0.99 0.33 -0.07
C 2.29 0.18 0.05
Cl 3.19 -1.41 0.07
H -1.53 1.73 0.30
H -3.00 0.59 0.40
H 0.21 -1.60 -0.21
H 0.65 1.43 -0.21
H 2.88 1.08 -0.22
*
```

Record 6
C34H54N4P2PdSi2 as an isolated structure. Source: OMol25; level of theory: ωB97M-V/def2-TZVPD.

Values from the calculation:
* E_LUMO (spin up / spin down): 0.123 / -1.670 eV
* HOMO (spin up / spin down): -6.40 / -8.29 eV
* Kohn-Sham gap (spin up / spin down): 6.5 / 6.6 eV
* ⟨S²⟩: 2.007

```
! wB97M-V def2-TZVPD RIJCOSX def2/J DEFGRID3
* xyz 0 3
Pd -2.91 -0.04 2.71
C 2.50 0.97 2.72
C 1.81 1.18 1.59
C 1.56 0.31 0.38
C 0.63 -0.95 0.46
C 1.25 -2.21 0.99
C 2.21 -2.27 1.92
C 3.38 -1.37 2.07
C 3.23 -0.26 3.14
C -2.80 -1.94 3.31
H 2.46 1.76 3.48
H 1.28 2.14 1.57
H 2.54 0.07 -0.08
H 1.08 0.97 -0.36
H -0.33 -0.71 0.97
H 0.31 -1.16 -0.58
H 0.77 -3.15 0.66
H 2.19 -3.09 2.64
H 3.64 -0.93 1.10
H 4.19 -2.03 2.45
H 2.75 -0.66 4.06
H 4.25 0.00 3.47
H -2.49 -2.16 4.33
H -1.93 -2.08 2.62
H -3.67 -2.50 2.94
P -0.11 -1.98 -3.68
P 0.55 1.61 -3.32
N 1.01 -3.35 -3.66
N -0.99 -2.58 -5.15
N 2.30 1.84 -3.24
N 0.34 3.11 -4.32
C 1.08 -0.92 -4.65
C 0.57 0.52 -4.85
C 1.22 -4.16 -2.54
C 2.16 -5.14 -2.84
C 2.54 -4.95 -4.21
C 1.84 -3.84 -4.67
C -2.36 -2.84 -5.13
C -2.78 -3.24 -6.39
C -1.63 -3.25 -7.24
C -0.55 -2.82 -6.46
C 3.03 2.04 -2.05
C 4.36 1.73 -2.29
C 4.50 1.46 -3.69
C 3.23 1.53 -4.24
C 1.24 3.82 -5.13
C 0.57 4.84 -5.79
C -0.82 4.72 -5.44
C -0.93 3.63 -4.59
H 1.25 -1.33 -5.65
H 2.05 -0.94 -4.13
H 1.16 0.98 -5.66
H -0.48 0.51 -5.21
H 0.70 -3.95 -1.62
H 2.55 -5.90 -2.17
H 3.23 -5.54 -4.79
H 1.89 -3.35 -5.62
H -2.92 -2.69 -4.22
H -3.79 -3.49 -6.69
H -1.57 -3.53 -8.28
H 0.46 -2.65 -6.76
H 2.55 2.43 -1.16
H 5.15 1.66 -1.54
H 5.41 1.26 -4.26
H 2.93 1.38 -5.28
H 2.28 3.54 -5.18
H 1.02 5.58 -6.44
H -1.62 5.36 -5.78
H -1.80 3.17 -4.15
C -1.80 -1.02 6.68
Si -1.16 0.58 5.95
C -1.51 1.88 7.29
C 0.70 0.43 5.87
C -1.94 0.98 4.25
Si -3.61 1.88 4.34
C -3.46 3.52 5.26
C -4.29 2.14 2.57
C -4.71 0.70 5.32
H -1.41 -1.13 7.70
H -1.44 -1.88 6.10
H -2.89 -1.07 6.74
H -0.96 1.63 8.21
H -1.19 2.89 6.99
H -2.57 1.93 7.58
H 1.00 -0.56 5.50
H 1.19 1.17 5.23
H 1.14 0.53 6.87
H -1.19 1.52 3.64
H -2.80 4.21 4.74
H -4.45 3.98 5.33
H -3.09 3.44 6.29
H -4.19 1.34 1.79
H -5.37 2.28 2.68
H -3.82 3.05 2.15
H -4.69 -0.33 4.97
H -4.46 0.69 6.38
H -5.74 1.07 5.20
*
```